(1)
Formula: C7H15N
Source: the OMol25 dataset
Level of theory: wB97M-V/def2-TZVPD

Geometry as XYZ:
```
23
Properties=species:S:1:pos:R:3:forces:R:3:nbo_charge:R:1
C -0.845 0.131 0.410 2.189 -1.918 3.373 0.09
C 1.725 0.193 -0.106 -0.022 -0.109 0.248 -0.44
C -2.075 -0.580 -0.100 -0.191 -0.330 0.147 -0.63
C -0.915 1.634 0.271 -0.036 -0.147 0.253 -0.63
C 1.867 0.580 -1.580 0.003 -0.055 0.145 -0.59
C 0.464 -0.595 0.164 0.037 -1.363 -4.481 0.12
N -0.394 -0.179 1.931 -1.718 2.144 -0.070 -0.86
C 0.451 -1.922 -0.193 0.329 1.615 1.134 -0.54
H -0.909 0.455 2.532 -0.050 -0.178 0.470 0.35
H -0.402 -1.132 2.272 -0.442 -0.009 -0.489 0.38
H 1.751 1.087 0.517 0.080 -0.048 0.056 0.21
H 2.577 -0.428 0.180 -0.017 0.095 0.053 0.21
H -1.874 -0.935 -1.116 -0.247 0.241 0.018 0.23
H -2.957 0.065 -0.067 0.075 -0.038 -0.110 0.21
H -2.297 -1.471 0.493 0.052 0.155 -0.057 0.22
H -1.070 1.892 -0.771 -0.043 0.143 -0.176 0.22
H -1.764 2.017 0.851 -0.001 -0.140 -0.158 0.21
H -0.035 2.144 0.648 0.182 -0.052 -0.070 0.22
H -0.382 -2.570 0.009 -0.378 -0.037 -0.383 0.19
H 1.365 -2.406 -0.496 0.286 -0.104 0.221 0.20
H 1.025 1.186 -1.908 -0.051 0.080 -0.080 0.20
H 2.786 1.145 -1.736 -0.008 0.077 -0.032 0.21
H 1.906 -0.311 -2.205 -0.032 -0.021 -0.013 0.21
```
Forces are in eV/Å.

Computed properties:
structure (SMILES)	C=C(CC)C(C)(C)N
HOMO energy	-8.06	eV
lowest unoccupied orbital energy	1.0	eV
Kohn-Sham gap	0.3321	Eh

(2)
Formula: C3H4BrN
Source: the OMol25 dataset
Level of theory: wB97M-V/def2-TZVPD

Geometry as XYZ:
```
9
Properties=species:S:1:pos:R:3:forces:R:3:nbo_charge:R:1
C 1.110 0.637 0.270 -0.815 -1.356 -3.578 0.31
C -0.449 -0.021 -1.813 1.615 1.352 -0.975 -0.08
C -1.468 -0.644 -1.427 -3.668 -2.420 -0.296 -0.53
N 1.489 1.040 1.258 0.916 1.710 6.036 -0.74
Br 1.625 -0.711 4.334 -0.003 0.000 0.017 0.01
H 1.484 1.217 2.295 0.252 -0.236 -2.061 0.46
H -2.389 -1.078 -2.022 1.696 1.054 0.550 0.19
H -1.564 -0.966 -0.404 0.034 -0.058 0.676 0.19
H 0.162 0.526 -2.489 -0.026 -0.046 -0.367 0.20
```
Forces are in eV/Å.

Computed properties:
HOMO energy (spin up / spin down)	-9.95 / -7.10	eV
lowest unoccupied orbital energy (spin up / spin down)	1.0 / -4.2	eV
Kohn-Sham gap (spin up / spin down)	0.4021 / 0.1047	Eh

(3)
Formula: C20H43Cl2N3O21
Source: the OMol25 dataset
Level of theory: wB97M-V/def2-TZVPD

Geometry as XYZ:
```
89
Properties=species:S:1:pos:R:3:forces:R:3:lowdin_charge:R:1
Cl -0.994 -5.096 0.823 0.071 -0.076 -0.137 0.64
C -0.929 -4.441 2.470 -0.260 0.124 0.601 -0.65
C -0.748 -2.938 2.497 0.372 -0.038 0.267 -0.64
Cl -0.900 -2.419 4.214 0.072 -0.012 -0.090 0.56
H -0.094 -4.900 2.995 0.056 -0.079 -0.127 0.07
H -1.834 -4.742 2.995 -0.112 0.034 -0.212 0.06
H -1.457 -2.335 1.943 -0.123 -0.244 -0.247 0.05
H 0.265 -2.707 2.176 -0.094 0.246 -0.058 0.06
C 2.354 -6.158 -0.636 0.241 0.002 -0.079 0.03
N 3.811 -6.028 -0.944 0.014 -0.602 -0.038 -0.45
O 4.250 -4.908 -1.070 0.039 0.144 -0.039 0.07
O 4.451 -7.056 -1.062 -0.120 0.233 0.003 0.06
H 1.834 -6.251 -1.587 0.017 0.261 -0.048 0.10
H 2.101 -5.253 -0.098 -0.342 -0.089 0.000 0.07
H 2.187 -7.076 -0.088 0.130 0.046 0.224 0.09
C 1.292 5.754 -0.675 0.290 -0.101 0.285 0.05
N 0.290 4.701 -0.384 -0.154 -0.394 -0.475 -0.45
O -0.506 4.448 -1.266 -0.127 0.196 0.125 0.06
O 0.352 4.108 0.670 0.019 0.180 0.369 0.05
H 2.047 5.708 0.101 0.033 -0.034 -0.034 0.10
H 0.805 6.723 -0.665 -0.184 -0.036 -0.136 0.10
H 1.691 5.501 -1.650 0.037 0.172 -0.058 0.09
C 2.787 1.464 -3.341 -0.372 0.285 0.339 0.06
N 2.753 1.878 -1.906 -0.382 -0.033 0.028 -0.43
O 3.563 1.361 -1.177 0.171 0.041 0.176 0.08
O 1.889 2.662 -1.546 0.288 0.004 -0.205 0.04
H 1.938 1.921 -3.831 -0.076 -0.047 -0.074 0.09
H 2.705 0.386 -3.301 0.127 -0.102 -0.261 0.09
H 3.722 1.819 -3.758 0.131 -0.173 0.013 0.10
C -3.454 8.708 3.746 0.014 0.274 0.137 -0.04
O -2.839 7.857 2.787 0.334 0.180 -0.232 0.01
C -3.211 6.587 2.851 -0.069 -0.265 -0.505 -0.64
O -3.988 6.120 3.632 -0.300 -0.231 0.507 0.13
O -2.602 5.919 1.874 0.342 0.180 -0.213 0.00
C -2.736 4.499 1.923 0.320 -0.300 0.369 -0.04
H -4.468 8.947 3.432 -0.081 -0.079 0.120 0.10
H -2.861 9.617 3.767 0.032 0.003 -0.044 0.09
H -3.447 8.239 4.727 -0.135 0.014 0.019 0.10
H -3.754 4.184 1.711 -0.065 0.043 0.037 0.10
H -2.416 4.144 2.905 -0.277 -0.018 0.016 0.10
H -2.034 4.087 1.205 -0.119 0.184 -0.238 0.06
C 0.475 -2.984 -1.655 0.315 0.886 -0.325 -0.03
O 0.143 -2.184 -0.510 -0.009 -0.491 0.073 -0.04
C 0.172 -0.867 -0.701 -0.159 -0.208 0.220 -0.62
O 0.580 -0.315 -1.686 0.123 0.349 -0.322 0.13
O -0.358 -0.315 0.378 -0.094 0.124 0.169 -0.01
C -0.563 1.111 0.388 0.259 -0.136 0.025 -0.01
H 0.334 -4.010 -1.359 -0.072 -0.137 0.034 0.04
H 1.506 -2.780 -1.954 -0.004 -0.198 0.091 0.10
H -0.165 -2.690 -2.488 -0.058 -0.237 0.013 0.09
H -1.354 1.259 1.116 -0.075 0.134 -0.070 0.10
H -0.835 1.474 -0.599 -0.052 0.010 0.014 0.09
H 0.341 1.617 0.716 0.056 -0.012 -0.061 0.07
C -2.038 0.418 -3.339 -0.390 -0.323 -0.068 -0.02
O -1.572 -0.778 -3.979 -0.094 -0.131 0.230 -0.01
C -0.836 -0.612 -5.064 0.135 0.400 -0.032 -0.64
O -0.500 0.443 -5.536 0.055 0.114 -0.088 0.12
O -0.521 -1.807 -5.544 0.010 -0.394 -0.054 0.00
C 0.263 -1.785 -6.735 0.190 0.067 -0.242 -0.04
H -1.306 1.216 -3.370 0.141 -0.048 0.069 0.10
H -2.264 0.090 -2.329 0.044 0.306 0.123 0.08
H -2.962 0.731 -3.825 0.055 0.114 -0.017 0.10
H -0.210 -1.179 -7.506 -0.060 -0.001 0.054 0.10
H 0.340 -2.815 -7.067 -0.031 -0.048 0.058 0.09
H 1.256 -1.382 -6.541 -0.031 0.001 0.069 0.10
C 7.028 -0.750 3.046 0.938 0.217 -1.031 -0.06
O 5.767 -0.479 3.618 0.030 -0.198 0.482 0.01
C 4.814 -0.197 2.735 0.055 0.071 -0.166 -0.62
O 4.983 -0.034 1.559 -0.040 -0.035 -0.218 0.13
O 3.664 -0.131 3.391 -0.158 0.213 0.531 0.02
C 2.517 0.207 2.632 -0.377 0.049 -1.039 -0.04
H 7.729 -1.039 3.819 -0.280 -0.098 0.286 0.09
H 7.447 0.121 2.527 -0.261 0.061 0.230 0.10
H 6.970 -1.521 2.274 -0.161 -0.128 0.255 0.10
H 2.772 0.764 1.728 0.217 -0.007 0.104 0.09
H 1.838 0.819 3.218 0.117 -0.164 0.361 0.10
H 2.021 -0.707 2.301 -0.101 0.002 0.167 0.09
C -3.033 -2.668 -1.224 0.845 0.323 -1.271 -0.05
O -3.440 -2.088 -0.002 -0.363 0.025 0.146 0.01
C -4.146 -2.871 0.818 0.148 -0.183 0.001 -0.62
O -4.367 -4.042 0.668 -0.040 -0.019 -0.179 0.12
O -4.524 -2.131 1.858 0.395 0.265 -0.120 0.01
C -5.151 -2.824 2.917 -0.635 -0.377 0.667 -0.05
H -2.336 -1.952 -1.668 -0.009 -0.069 0.241 0.06
H -3.814 -2.769 -1.982 -0.419 -0.117 0.518 0.11
H -2.497 -3.607 -1.125 -0.203 -0.121 0.377 0.07
H -4.854 -2.362 3.855 0.089 0.177 -0.116 0.09
H -4.890 -3.880 2.951 0.140 0.050 -0.212 0.09
H -6.236 -2.752 2.818 0.062 0.029 -0.061 0.10
```
Forces are in eV/Å.

Computed properties:
structure (SMILES)	C[N+](=O)[O-].C[N+](=O)[O-].C[N+](=O)[O-].COC(=O)OC.COC(=O)OC.COC(=O)OC.COC(=O)OC.COC(=O)OC.ClCCCl
HOMO energy	-10.69	eV
lowest unoccupied orbital energy	0.3	eV
Kohn-Sham gap	0.4023	Eh

(4)
Formula: C4H2F2O
Source: the OMol25 dataset
Level of theory: wB97M-V/def2-TZVPD

Geometry as XYZ:
```
9
Properties=species:S:1:pos:R:3:forces:R:3:nbo_charge:R:1
C 0.739 -0.706 0.015 -0.657 -0.354 0.008 -0.43
C 0.750 0.726 -0.013 -0.406 0.428 0.042 -0.35
C -0.561 -1.080 0.017 0.919 -0.226 -0.095 0.69
C -0.507 1.170 -0.013 -1.918 -3.214 0.098 0.63
O -1.454 -0.109 0.015 1.879 3.339 -0.115 -0.47
F -1.041 -2.314 -0.019 -0.153 0.382 0.116 -0.29
F -1.130 2.312 -0.001 -0.048 -0.345 -0.025 -0.27
H 1.588 -1.352 0.039 0.202 -0.208 -0.062 0.24
H 1.616 1.354 -0.040 0.183 0.199 0.032 0.25
```
Forces are in eV/Å.

Computed properties:
structure (SMILES)	Fc1ccc(F)o1
HOMO energy	-8.80	eV
lowest unoccupied orbital energy	0.9	eV
Kohn-Sham gap	0.3549	Eh